13
Properties=species:S:1:pos:R:3 method="wB97M-V/def2-TZVPD" gap_ev=11.2 homo_ha=-0.381 spin_multiplicity=1 smiles="C#C[C@@H](C)OC=O"
O -1.13 0.51 0.15
O -2.89 0.55 -1.20
C 0.81 -0.85 -0.45
C -1.84 0.06 -0.90
C 0.90 0.93 1.26
C 0.05 -0.16 0.61
C 1.49 -1.44 -1.25
H -0.26 -0.90 1.35
H 2.10 -1.95 -1.96
H 1.78 0.50 1.75
H 1.20 1.65 0.50
H -1.35 -0.77 -1.43
H 0.28 1.44 2.01